i | 14
Properties=species:S:1:pos:R:3:mulliken_charge:R:1 method="wB97M-V/def2-TZVPD" gap_ev=10.782 multiplicity=1
C 0.4402 0.7502 0.0964 0.14
C -0.1989 -0.6281 -0.0190 -0.36
C -0.9696 0.5964 0.5453 -0.83
C -0.2386 -1.2059 -1.6505 0.46
C 1.4944 0.8944 1.1437 -0.20
O -1.4780 -1.5012 -1.7738 -0.55
O 0.7532 -1.2780 -2.2922 -0.50
O 1.4354 0.3722 2.2280 -0.48
H -1.4275 -1.0790 -0.5742 0.46
H 0.6255 1.2796 -0.8303 0.43
H 0.1328 -1.3519 0.7152 0.46
H 2.3354 1.5590 0.8718 0.33
H -1.7468 1.0293 -0.0707 0.35
H -1.1577 0.5631 1.6103 0.28

---

ii | 14
Properties=species:S:1:pos:R:3:mulliken_charge:R:1 method="wB97M-V/def2-TZVPD" gap_ev=8.212 multiplicity=1
C 1.9198 0.6442 -0.1965 -0.32
C 0.6440 0.2050 0.4992 0.39
C -1.3162 0.4944 -0.2218 0.42
C -2.5752 -0.1811 -0.3275 -0.56
C -1.3228 -0.8559 0.2172 -0.23
H 1.6837 2.0998 -0.8919 0.32
H 0.4756 0.0229 1.6849 0.33
H -1.1447 0.3744 -1.4396 0.07
H -3.2988 0.0373 0.4790 0.24
H -3.0614 -0.2096 -1.4666 0.23
H -1.5799 -0.8238 1.3037 0.22
O 3.0536 -0.5645 -0.2290 -0.42
O -0.3531 1.2906 0.3248 -0.40
O 0.1530 -1.1438 -0.0324 -0.28

---

Stability, lowest: ii

---

i | 14
Properties=species:S:1:pos:R:3:mulliken_charge:R:1 method="wB97M-V/def2-TZVPD" gap_ev=9.560 multiplicity=1
C -1.5428 -0.4128 0.3078 -0.24
C -0.3244 -0.8416 -0.2339 0.35
C 1.8539 -0.6004 -0.2261 -0.19
C 1.6735 0.7196 -0.1075 -0.24
C -0.3790 0.5629 0.4424 -0.33
H -2.5097 0.8682 -1.0554 0.38
H -1.7474 -0.7655 1.2490 0.44
H -0.5856 -0.2533 -1.2083 0.24
H 2.8744 -1.0335 -0.1096 0.31
H 2.5706 1.2766 -0.0283 0.40
H -0.3754 0.8092 1.5610 0.25
O -2.7167 -0.1354 -0.3588 -0.63
O 0.8327 -1.6535 -0.0227 -0.36
O 0.3759 1.4596 -0.2096 -0.39

---

ii | 14
Properties=species:S:1:pos:R:3:mulliken_charge:R:1 method="wB97M-V/def2-TZVPD" gap_ev=9.003 multiplicity=1 smiles="C=C(O)C(=C)C(=O)O"
C -1.9702 -0.1195 0.5504 -1.12
C -0.8794 -0.6182 -0.0493 0.86
O -0.9627 -1.8848 -0.6101 -0.49
C 0.5573 -0.1448 0.0170 0.18
C 1.5904 -0.8591 -0.4709 -0.82
C 0.7298 1.3230 0.1808 0.71
O -0.2069 2.1047 0.3021 -0.60
O 1.9926 1.7809 0.1130 -0.46
H -2.0256 0.8817 0.9596 0.26
H -2.9044 -0.6692 0.5859 0.24
H -1.8869 -2.1811 -0.5851 0.29
H 2.5767 -0.4309 -0.6204 0.30
H 1.4853 -1.9122 -0.7120 0.31
H 1.9041 2.7294 0.3389 0.34

---

iii | 14
Properties=species:S:1:pos:R:3:mulliken_charge:R:1 method="wB97M-V/def2-TZVPD" gap_ev=9.690 multiplicity=1 smiles="C1=COC2(COC2)O1"
C -0.2883 -1.7112 -1.0798 -0.27
C 0.8802 -1.8351 -0.5668 -0.26
O 1.1753 -0.4818 0.0037 -0.42
C -0.0299 0.1962 -0.0920 1.38
C -0.5260 0.3634 1.3404 -0.82
O -0.3879 1.8159 1.2715 -0.40
C 0.0730 1.7942 -0.0619 -0.59
O -0.8365 -0.3585 -0.9542 -0.42
H -0.9973 -2.4058 -1.6646 0.31
H 1.7094 -2.5199 -0.7063 0.34
H -0.0270 -0.2094 2.1233 0.31
H -1.5026 -0.0252 1.3164 0.34
H 1.1236 2.1557 -0.0644 0.23
H -0.5667 2.3543 -0.8116 0.26

---

Stability, lowest: i

---

i | 20
Properties=species:S:1:pos:R:3:mulliken_charge:R:1 method="wB97M-V/def2-TZVPD" gap_ev=8.740 multiplicity=1
C 2.1676 1.0154 -1.3191 -1.00
C 2.8424 1.3536 -0.1717 -0.41
C 0.9419 0.4571 -0.9342 0.02
C 0.8921 0.4648 0.4505 0.44
C -0.0791 0.0072 1.4021 -0.15
C -1.2950 -0.4945 1.1739 -0.91
C -2.5220 0.3185 -0.7748 -0.34
C -1.9441 -1.9670 -0.6339 -0.93
N 2.0706 1.0134 0.8851 -0.08
N -1.9245 -0.6204 -0.0942 0.36
Cl -2.4169 1.8621 -0.0004 -0.12
H 2.5148 1.1659 -2.3218 0.42
H 3.8039 1.8117 -0.0463 0.41
H 0.2308 0.0754 2.4389 0.23
H -1.9235 -0.8199 1.9966 0.44
H 0.1818 0.0937 -1.5955 0.46
H -2.7795 -2.0683 -1.3260 0.34
H -1.0123 -2.1726 -1.1656 0.29
H -2.0451 -2.6815 0.1852 0.35
H 2.2962 1.1854 1.8511 0.18

---

ii | 20
Properties=species:S:1:pos:R:3:mulliken_charge:R:1 method="wB97M-V/def2-TZVPD" gap_ev=8.646 multiplicity=1
C 0.8989 -1.7386 1.1089 0.21
C -1.0857 -0.1135 -0.5885 -0.45
C 0.0569 -0.7391 -0.9202 -0.66
C -1.2118 0.7685 0.5558 0.85
C 1.0892 0.8359 1.0396 -0.10
C 1.1819 -0.8775 0.0149 1.01
C -2.5649 1.2818 0.9217 -1.28
C 2.5590 -1.0493 -0.5792 -1.82
N 0.6696 -2.4157 2.0065 -0.53
N -0.2012 1.2353 1.1837 -0.49
Cl 2.0747 2.0231 0.2056 -0.17
H -1.9035 -0.0883 -1.2949 0.34
H 0.1806 -1.1746 -1.9058 0.38
H 1.5679 0.5397 1.9688 0.46
H -3.1141 0.4752 1.4072 0.29
H -3.1219 1.5800 0.0359 0.36
H -2.4903 2.1212 1.6080 0.34
H 2.7641 -0.2669 -1.3067 0.43
H 2.6292 -2.0177 -1.0769 0.44
H 3.3177 -1.0041 0.1986 0.38

---

Stability, lowest: i

---

i | 20
Properties=species:S:1:pos:R:3:mulliken_charge:R:1 method="wB97M-V/def2-TZVPD" gap_ev=6.858 multiplicity=1 total_charge=-1
N -0.2162 1.2443 0.6064 -0.52
C -0.6145 0.4095 1.7337 -0.80
C 0.5519 -0.6153 1.9606 -0.38
C 1.1200 -0.8302 0.5302 -0.95
C 0.2050 0.1683 -0.3439 0.20
C -0.8384 -0.6766 -1.1572 -1.06
O -0.4165 -1.0249 -2.3822 -0.91
H 0.5157 1.9132 0.7913 0.29
H -0.7148 1.0598 2.6223 0.41
H -1.5826 -0.0566 1.5916 0.27
H 1.1991 0.0280 2.5729 0.25
H 0.2188 -1.5353 2.4432 0.31
H 2.1823 -0.6572 0.4262 0.33
H 0.8247 -1.8393 0.1940 0.29
H 0.9722 0.5963 -1.0007 0.69
H -0.9533 -1.5736 -0.5052 0.34
H -1.8234 -0.1466 -1.1093 0.25
H -0.2193 1.7707 -2.4350 0.29
H -0.2253 0.3669 -3.2387 0.43
O -0.1854 1.3988 -3.3003 -0.73

---

ii | 20
Properties=species:S:1:pos:R:3:mulliken_charge:R:1 method="wB97M-V/def2-TZVPD" gap_ev=6.798 multiplicity=1 total_charge=-1
C -1.1941 -0.6843 -0.3566 -1.72
N -0.1143 -0.2091 -1.6895 -0.80
C 0.1955 0.0541 -0.3747 1.69
C 1.1994 -0.9535 0.1088 -0.57
O 1.2340 -0.8617 1.5558 -0.93
C 0.2523 1.4835 0.2795 -0.48
O 0.9156 1.7380 1.5275 -0.54
C -1.7636 -1.0150 1.1651 -0.89
H -1.9437 -0.1206 -0.8318 0.60
H -1.1093 -1.5918 -0.8577 0.68
H 2.2153 1.7726 -3.2433 0.25
H 1.5640 1.7493 -2.7370 -0.25
H 2.2474 -0.7140 -0.3826 0.22
H 0.9190 -1.9873 -0.3200 0.20
H 1.1502 0.7935 1.6859 0.45
H -0.8693 1.8728 0.3659 0.19
H 0.9026 2.0162 -0.5678 0.09
H -1.3558 -1.9431 1.5791 0.28
H -1.4735 -0.2172 1.8586 0.26
H -2.9714 -1.1824 1.2349 0.26

---

iii | 20
Properties=species:S:1:pos:R:3:mulliken_charge:R:1 method="wB97M-V/def2-TZVPD" gap_ev=5.750 multiplicity=1 total_charge=-1 smiles=[O-]CNCCCCO
O -3.5059 1.8385 -1.3667 -0.88
C -3.1322 1.2154 -0.2667 -0.36
N -1.9729 0.2539 -0.4477 -0.33
C -0.6534 0.7800 -0.3883 -0.58
C 0.4038 -0.3619 -0.3657 -0.42
C 1.3150 -0.3916 0.8855 -0.63
C 2.7138 -0.9124 0.6614 -0.50
O 2.7022 -2.2875 0.1701 -0.53
H -2.7304 1.8456 0.5689 0.17
H -3.9401 0.5963 0.1953 0.23
H -2.1357 -0.2423 -1.2811 0.19
H -0.5513 1.4870 0.4415 0.42
H -0.3461 1.3939 -1.2639 0.13
H -0.0439 -1.3542 -0.4702 0.34
H 1.0889 -0.1347 -1.1878 0.23
H 1.4192 0.6856 1.1040 0.30
H 0.9518 -0.7559 1.8543 0.27
H 3.3615 -0.9622 1.5208 0.34
H 3.2026 -0.3084 -0.1030 0.27
H 1.8532 -2.3851 -0.2608 0.33

---

iv | 20
Properties=species:S:1:pos:R:3:mulliken_charge:R:1 method="wB97M-V/def2-TZVPD" gap_ev=6.417 multiplicity=1 total_charge=-1
C -1.7612 -1.3818 0.5564 -0.59
O -1.5331 -2.7059 0.5839 -0.87
C -0.6910 -0.6401 -0.2809 -0.21
C -0.4997 0.8340 0.0555 -0.74
C 0.6783 1.4379 -0.6573 0.79
C 1.8997 1.5803 -0.1643 -1.14
N 0.3875 1.9534 -1.9340 -0.61
H -1.8335 -0.9203 1.5709 0.19
H -2.7423 -1.0752 0.0841 0.27
H -0.9480 -0.8107 -1.3362 0.20
H 0.2051 -1.2451 -0.1310 0.20
H -1.3948 1.4291 -0.1517 0.28
H -0.2744 0.8988 1.1253 0.27
H 2.6138 2.1773 -0.7291 0.27
H 2.2009 1.2695 0.8314 0.26
H -0.4172 1.5760 -2.4110 0.26
H 1.2140 1.9570 -2.5097 0.21
H 0.5727 -2.6225 1.3388 0.35
H 1.0546 -1.4072 2.2084 0.30
O 1.2688 -2.3044 1.9504 -0.68

---

Stability, lowest: ii

---

i | 20
Properties=species:S:1:pos:R:3:mulliken_charge:R:1 method="wB97M-V/def2-TZVPD" gap_ev=5.851 multiplicity=1 total_charge=-1 smiles=CN[C@@H](C[O-])[C@@H](C)O
C 2.3779 0.4854 1.0806 -0.71
N 1.1270 -0.4214 1.1633 -0.61
C 0.1287 0.2021 0.2088 0.50
C 0.5368 0.3773 -1.3319 -0.51
O 0.9283 1.6457 -1.4799 -0.91
C -1.2156 -0.4630 0.3678 -0.44
C -2.4686 0.0504 -0.5362 -1.14
O -1.1908 -1.8982 -0.0151 -0.61
H 2.1733 1.3390 1.6942 0.25
H 3.2026 -0.1107 1.4796 0.35
H 2.5946 0.7685 -0.0101 0.26
H 1.2185 -1.2812 0.6918 0.33
H -0.0129 1.2203 0.6434 0.24
H -0.3423 0.2353 -2.0536 0.11
H 1.3762 -0.2667 -1.6940 0.20
H -1.3648 -0.3713 1.4301 0.43
H -2.1909 0.3132 -1.6017 0.27
H -3.3378 -0.6170 -0.7124 0.36
H -2.6650 1.0811 -0.1384 0.28
H -0.8752 -2.2888 0.8138 0.31

---

ii | 20
Properties=species:S:1:pos:R:3:mulliken_charge:R:1 method="wB97M-V/def2-TZVPD" gap_ev=5.556 multiplicity=1 total_charge=-1 smiles=C[C@@H](CC[O-])NCO
C -0.7232 -1.0952 0.8447 -1.32
C 0.0129 -0.3613 -0.3014 0.23
C -0.7093 0.9294 -0.6224 -0.72
C -2.1054 0.7329 -1.3626 -0.28
O -2.2276 1.4065 -2.4952 -0.89
N 1.4279 -0.1040 0.0785 -0.19
C 1.9344 -0.0147 1.3676 -0.51
O 2.2564 -1.2592 2.0750 -0.56
H -1.7295 -1.3945 0.5465 0.40
H -0.1523 -1.9633 1.1383 0.39
H -0.8021 -0.3881 1.6702 0.29
H 0.0601 -1.0059 -1.1823 0.28
H -0.7426 1.5924 0.2538 0.23
H -0.1135 1.4847 -1.3464 0.31
H -2.8703 0.9804 -0.5702 0.10
H -2.1745 -0.3901 -1.4783 0.09
H 2.0570 -0.4460 -0.6302 0.26
H 1.1775 0.4150 2.0013 0.26
H 2.8372 0.6005 1.4185 0.32
H 2.6339 -1.8957 1.4628 0.30

---

iii | 20
Properties=species:S:1:pos:R:3:mulliken_charge:R:1 method="wB97M-V/def2-TZVPD" gap_ev=6.355 multiplicity=1 total_charge=-1 smiles=CN[C@@H](C[O-])[C@@H](C)O
C -0.9988 2.0370 1.2945 -0.81
N -0.3636 1.5741 -0.0407 -0.43
C 0.1906 0.2336 0.1363 -0.16
C -1.1589 -0.8345 0.5194 -0.42
O -2.2899 -0.2488 0.2783 -0.86
C 1.2488 -0.1520 -0.9429 -0.07
C 1.5344 -1.6342 -0.7413 -1.11
O 0.5328 0.0693 -2.2158 -0.62
H -0.3004 1.7713 2.1040 0.25
H -1.1134 3.0898 1.3590 0.35
H -1.8492 1.4701 1.5767 0.32
H -0.9758 1.5404 -0.8042 0.27
H 0.7541 0.3273 1.1148 0.27
H -0.9711 -0.9872 1.6120 0.14
H -1.0928 -1.8231 0.0111 0.29
H 2.1145 0.5301 -0.9562 0.38
H 0.6115 -2.2320 -0.6682 0.18
H 2.0227 -2.2925 -1.4595 0.40
H 2.2303 -1.7433 0.1268 0.27
H -0.1258 -0.6955 -2.3040 0.37

---

Stability, lowest: i

---

i | 14
Properties=species:S:1:pos:R:3:mulliken_charge:R:1 method="wB97M-V/def2-TZVPD" gap_ev=11.408 multiplicity=1 smiles="CC(C)(Cl)OC=O"
C 0.2705 -0.5270 -1.2989 -1.38
C 0.6597 0.1241 0.0253 1.01
C 0.3921 -0.7921 1.2122 -1.29
Cl 2.4304 0.4560 -0.0379 -0.22
O 0.0980 1.4022 0.2043 -0.45
C -1.4834 1.4423 0.0959 0.15
O -2.1657 0.5016 -0.0125 -0.36
H 0.4799 0.1442 -2.1262 0.36
H -0.7898 -0.7715 -1.3029 0.34
H 0.8410 -1.4404 -1.4347 0.41
H 0.7724 -0.3423 2.1281 0.36
H -0.6810 -0.9491 1.3163 0.31
H 0.8820 -1.7482 1.0587 0.38
H -1.7060 2.5002 0.1723 0.39

---

ii | 14
Properties=species:S:1:pos:R:3:mulliken_charge:R:1 method="wB97M-V/def2-TZVPD" gap_ev="8.153 / 8.154" multiplicity=1
C 2.2856 1.3424 0.1615 0.40
C -0.7131 -0.8490 1.1705 -1.24
C -0.4312 -0.4566 -1.3215 -1.28
C -0.6701 0.1839 0.0438 0.93
O 2.8031 0.3834 -0.1991 -0.20
O 0.0456 1.2624 0.3093 -0.72
Cl -2.3970 0.8902 -0.0439 -0.27
H 2.3289 2.3551 0.4995 0.37
H 0.2564 -1.3402 1.2414 0.28
H -1.4815 -1.5932 0.9796 0.37
H -0.9227 -0.3475 2.1131 0.34
H 0.5437 -0.9399 -1.3280 0.28
H -1.1979 -1.1972 -1.5296 0.40
H -0.4498 0.3064 -2.0966 0.33

---

iii | 14
Properties=species:S:1:pos:R:3:mulliken_charge:R:1 method="wB97M-V/def2-TZVPD" gap_ev=10.257 multiplicity=1 smiles=O[C@@H]1[C@H](O)[C@H]1CCl
O -1.5623 -1.6833 0.1112 -0.56
C -0.4765 -0.8709 -0.3748 0.06
C 0.6809 -0.6397 0.5213 -0.15
O 0.5038 -1.1768 1.8525 -0.55
C -0.2163 0.5166 0.0909 -0.25
C 0.1089 1.5218 -1.0079 -0.59
Cl 1.5881 0.9593 -1.8531 -0.22
H -1.3049 -1.7553 1.0518 0.36
H -0.3539 -1.0472 -1.5036 0.26
H 1.6680 -0.6001 0.1816 0.35
H 0.5933 -0.5123 2.5117 0.30
H -0.8418 1.0124 0.8782 0.37
H -0.6815 1.6841 -1.8486 0.28
H 0.2942 2.5914 -0.6114 0.33

---

Stability, lowest: ii

---

i | 10
Properties=species:S:1:pos:R:3:mulliken_charge:R:1 method="wB97M-V/def2-TZVPD" gap_ev="5.641 / 8.241" multiplicity=1
C 1.3365 -0.7719 -0.0283 0.30
O -1.1565 -1.4211 -0.5113 -0.38
P -0.0412 -0.7273 -1.3512 0.15
S -0.8176 3.6305 -0.0278 -0.16
S -1.2841 1.7763 -0.3240 -0.03
Cl 2.5868 0.3005 -0.4320 -0.11
Cl 1.8446 -2.5435 -0.1701 -0.15
Cl 0.9667 -0.5091 1.6882 -0.13
H -1.4126 -1.0870 0.3543 0.32
H -2.0226 1.3527 0.8021 0.17

---

ii | 10
Properties=species:S:1:pos:R:3:mulliken_charge:R:1 method="wB97M-V/def2-TZVPD" gap_ev="6.405 / 6.386" multiplicity=1
C -1.0779 -0.3264 -0.1429 0.32
O 1.0455 0.5303 -1.0256 -0.44
P 0.6348 0.0525 0.4263 0.20
S 2.5363 -2.7287 -0.2310 -0.04
S 0.5741 1.9391 1.3194 -0.26
Cl -2.1703 -0.8571 1.1001 -0.12
Cl -1.1219 -1.3989 -1.4993 -0.11
Cl -1.7535 1.2504 -0.8127 -0.12
H 1.4936 -0.0529 -1.6297 0.38
H -0.1608 1.5916 2.4954 0.18

---

Stability, lowest: ii

---

i | 17
Properties=species:S:1:pos:R:3:mulliken_charge:R:1 method="wB97M-V/def2-TZVPD" gap_ev=6.873 multiplicity=1
C 1.1572 -4.1138 0.2999 0.65
C 0.4642 0.3393 -0.6199 -0.74
C -0.4058 -0.2302 -2.7845 -0.58
N 0.1077 -0.4792 -1.5994 0.04
O 0.8479 -3.2748 -0.4165 -0.39
O 1.4668 -4.9421 1.0211 -0.35
P 0.1646 -0.2445 3.3611 -0.05
P -1.2559 0.5327 1.9415 -0.09
H 0.4436 1.3984 -0.8044 0.33
H 1.1082 -0.0463 0.1483 0.30
H -0.7466 -1.0421 -3.3949 0.22
H -0.6091 0.7806 -3.0803 0.26
H 0.2307 -1.4672 -1.3948 0.22
H -2.1135 0.9814 2.9672 0.07
H -0.4605 -1.4805 3.4790 0.04
H 1.0418 -0.7405 2.3989 0.01
H -0.6299 1.7757 1.8763 0.05

---

ii | 17
Properties=species:S:1:pos:R:3:mulliken_charge:R:1 method="wB97M-V/def2-TZVPD" gap_ev=8.405 multiplicity=1 smiles="C=CCPP(=N)(O)O"
C -0.8849 2.3297 0.4772 -0.55
C -0.6858 1.9789 -0.9574 -0.22
C -1.2087 0.4619 -1.4272 -0.56
P 0.4135 -0.6024 -1.5243 -0.05
P 0.8383 -1.6209 0.3693 0.87
N -0.0361 -2.9663 0.5820 -0.71
O 2.5169 -2.0556 0.3748 -0.54
O 0.5033 -0.5494 1.7416 -0.56
H 0.0911 2.6469 1.0802 0.18
H -1.9075 2.2595 1.0455 0.25
H -0.1699 2.6766 -1.7427 0.32
H -1.9625 0.0661 -0.6125 0.32
H -1.7791 0.4911 -2.4697 0.34
H 1.5212 0.3298 -1.7043 0.09
H -0.5883 -2.8824 1.4646 0.21
H 3.0425 -1.4641 0.9997 0.33
H 0.5194 -1.2002 2.5291 0.30

---

Stability, lowest: ii